Record 1
Here is a cluster of 4 separate species, C35H67N10O5P3 in total in a non-equilibrium geometry from the Open Molecules 2025 dataset. Energies are from the ωB97M-V functional and the def2-TZVPD basis.

Cartesian coordinates (Å):
H  3.905  -2.443  -0.004
N  4.873  -2.495  0.324
C  4.955  -3.233  1.345
C  3.772  -3.917  2.007
C  2.863  -2.872  2.608
C  3.304  -2.219  3.762
C  2.536  -1.239  4.372
C  1.304  -0.924  3.816
C  0.861  -1.573  2.663
C  1.634  -2.549  2.047
C  -0.473  -1.162  2.125
O  -1.276  -1.960  1.715
C  -0.761  0.305  2.213
C  -1.430  0.992  1.211
C  -1.670  2.347  1.386
C  -1.255  2.987  2.555
C  -0.577  2.314  3.564
C  -0.104  3.020  4.807
C  -0.321  0.945  3.386
C  0.403  0.111  4.388
O  0.271  0.236  5.581
H  5.951  -3.345  1.767
H  4.154  -4.576  2.781
H  3.254  -4.483  1.239
H  4.259  -2.462  4.206
H  2.853  -0.704  5.254
H  1.269  -3.054  1.166
H  -1.752  0.493  0.312
H  -2.198  2.951  0.659
H  -1.453  4.041  2.679
H  -0.486  2.537  5.698
H  0.976  2.902  4.855
H  -0.392  4.065  4.813
C  -2.290  -7.281  4.704
N  -1.232  -6.392  4.266
C  -1.765  -5.042  4.072
P  0.075  -6.813  3.230
O  1.032  -5.691  3.488
N  0.984  -8.119  3.909
C  0.447  -8.981  4.943
C  2.395  -7.859  4.164
N  -0.818  -7.898  2.204
C  -0.017  -8.873  1.427
C  -1.616  -7.140  1.204
H  -3.015  -7.526  3.914
H  -2.843  -6.802  5.514
H  -1.915  -8.211  5.116
H  -2.473  -4.986  3.234
H  -0.964  -4.331  3.878
H  -2.282  -4.705  4.971
H  0.243  -8.442  5.877
H  1.155  -9.783  5.165
H  -0.458  -9.490  4.607
H  2.555  -7.282  5.084
H  2.849  -7.316  3.339
H  2.932  -8.806  4.255
H  0.770  -8.393  0.839
H  -0.677  -9.413  0.747
H  0.439  -9.617  2.070
H  -0.989  -6.524  0.554
H  -2.338  -6.488  1.697
H  -2.189  -7.827  0.583
C  4.754  0.934  -3.386
N  3.614  1.528  -2.713
C  3.270  0.756  -1.521
P  2.280  2.290  -3.476
O  1.759  3.124  -2.341
N  2.822  3.616  -4.460
C  4.195  3.741  -4.905
C  2.294  4.932  -4.120
N  2.245  1.253  -4.880
C  1.548  1.787  -6.073
C  1.565  -0.033  -4.567
H  4.521  -0.013  -3.894
H  5.529  0.723  -2.649
H  5.208  1.601  -4.109
H  2.889  -0.248  -1.766
H  2.507  1.268  -0.936
H  4.141  0.636  -0.877
H  4.896  3.878  -4.072
H  4.294  4.599  -5.575
H  4.499  2.880  -5.504
H  2.804  5.378  -3.257
H  1.231  4.884  -3.899
H  2.412  5.605  -4.975
H  0.531  2.121  -5.850
H  1.496  1.006  -6.834
H  2.092  2.614  -6.516
H  0.531  0.112  -4.245
H  2.095  -0.569  -3.778
H  1.568  -0.682  -5.441
C  -5.996  6.021  -3.224
N  -5.264  5.372  -2.153
C  -6.097  5.315  -0.954
P  -3.567  5.501  -1.862
O  -3.357  4.323  -0.952
N  -2.686  4.987  -3.248
C  -3.299  4.895  -4.558
C  -1.754  3.891  -3.054
N  -3.413  7.172  -2.326
C  -2.049  7.627  -2.687
C  -3.862  8.070  -1.229
H  -6.119  7.104  -3.081
H  -6.997  5.586  -3.284
H  -5.550  5.859  -4.198
H  -6.294  6.310  -0.530
H  -5.623  4.711  -0.182
H  -7.058  4.850  -1.179
H  -4.093  4.138  -4.600
H  -2.544  4.634  -5.303
H  -3.693  5.860  -4.882
H  -2.243  2.908  -3.026
H  -1.189  4.021  -2.136
H  -1.024  3.890  -3.869
H  -1.314  7.404  -1.910
H  -2.066  8.706  -2.848
H  -1.713  7.182  -3.617
H  -3.275  7.934  -0.317
H  -4.911  7.895  -0.988
H  -3.783  9.110  -1.540

Properties
orbital gap	8.20	eV
structure (SMILES)	[H]/N=C\Cc1ccc2c(c1)C(=O)c1cccc(C)c1C2=O.CN(C)P(=O)(N(C)C)N(C)C.CN(C)P(=O)(N(C)C)N(C)C.CN(C)P(=O)(N(C)C)N(C)C
E_tot	-90385.817	eV
strongest force on any atom	6.62	eV Å⁻¹
LUMO level	-0.08	eV
multiplicity	1

Atom charges from the Mulliken analysis, given in e for atoms 1 to 8:
1. H 0.215
2. N -0.655
3. C 0.029
4. C -1.456
5. C 0.985
6. C -0.741
7. C -1.336
8. C 0.998

=====

Record 2
Here is the molecule C3H5NOS2 in a non-equilibrium geometry from the Open Molecules 2025 dataset. Energies are from the ωB97M-V functional and the def2-TZVPD basis.

Cartesian coordinates (Å):
C  2.293  0.013  0.093
C  -0.165  -0.072  0.474
C  -0.125  1.234  -0.352
N  1.179  -0.630  0.327
O  1.113  -2.001  0.104
S  3.799  -0.318  -0.264
S  1.248  2.315  0.134
H  -0.508  0.269  1.434
H  -0.994  -0.616  -0.087
H  -0.027  1.007  -1.482
H  -1.088  1.733  -0.216
H  2.071  -2.138  -0.144

Properties
orbital gap (alpha / beta)	7.73 / 6.18	eV
⟨S²⟩	2.010
E_tot	-28394.693	eV
strongest force on any atom	3.28	eV Å⁻¹
LUMO level (alpha / beta)	0.73 / -2.53	eV
energy above the lowest of the compared OMol25 structures with the same formula, charge and spin	203.1	kJ/mol
multiplicity	3

Atom charges from the Mulliken analysis, given in e for atoms 1 to 8:
1. C 0.205
2. C -0.426
3. C -0.708
4. N 0.253
5. O -0.429
6. S -0.404
7. S -0.074
8. H 0.261

=====

Record 3
Here is a cluster of 3 separate species, C5H13NO2 in total in a non-equilibrium geometry from the Open Molecules 2025 dataset. Energies are from the ωB97M-V functional and the def2-TZVPD basis.

Cartesian coordinates (Å):
C  0.052  1.318  -2.311
C  0.059  0.097  -1.730
C  -0.873  -0.260  -0.638
C  -0.342  -1.342  0.250
C  -2.070  0.313  -0.381
N  -2.689  0.072  0.852
H  -0.420  2.057  -1.674
H  0.562  1.513  -3.241
H  0.771  -0.678  -1.990
H  -1.159  -2.030  0.501
H  0.178  -1.023  1.170
H  0.522  -1.822  -0.209
H  -2.481  1.077  -1.023
H  -2.413  -0.764  1.340
H  -3.694  0.194  0.851
O  1.443  1.258  1.994
H  0.543  1.006  1.861
H  1.802  1.446  1.132
O  3.242  -1.132  0.951
H  3.895  -0.600  0.504
H  3.072  -0.702  1.791

Properties
orbital gap	8.50	eV
structure (SMILES)	C=C/C(C)=C/N.O.O
E_tot	-10979.536	eV
strongest force on any atom	1.72	eV Å⁻¹
LUMO level	0.76	eV
energy above the lowest of the compared OMol25 structures with the same formula, charge and spin	226.1	kJ/mol
multiplicity	1

Atom charges from the Mulliken analysis, given in e for atoms 1 to 8:
1. C -0.905
2. C -0.200
3. C 0.791
4. C -1.498
5. C -0.352
6. N -0.495
7. H 0.262
8. H 0.284

=====

Record 4
Here is the molecule C20H22ClN5O2 in a non-equilibrium geometry from the Open Molecules 2025 dataset. Energies are from the ωB97M-V functional and the def2-TZVPD basis.

Cartesian coordinates (Å):
C  1.586  5.256  -2.081
C  0.937  4.042  -2.671
C  -0.297  4.168  -3.354
C  -0.898  3.081  -3.919
C  -0.283  1.827  -3.811
N  -0.651  0.653  -4.288
C  0.299  -0.226  -3.911
C  0.210  -1.653  -4.321
C  1.291  0.404  -3.171
C  2.518  -0.151  -2.524
N  2.349  -0.675  -1.172
C  1.939  0.312  -0.194
C  2.057  -0.277  1.218
N  1.244  -1.468  1.330
C  0.017  -1.479  1.927
C  -1.085  -2.128  1.333
C  -2.320  -2.178  1.930
C  -2.510  -1.574  3.170
N  -3.789  -1.609  3.801
O  -3.914  -1.036  4.866
O  -4.682  -2.212  3.236
C  -1.440  -0.953  3.810
C  -0.204  -0.919  3.208
Cl  1.098  -0.261  4.149
C  1.605  -2.426  0.309
C  1.478  -1.831  -1.095
N  0.921  1.722  -3.111
C  1.517  2.812  -2.567
H  1.797  5.986  -2.861
H  0.921  5.725  -1.357
H  2.518  5.000  -1.583
H  -0.751  5.144  -3.427
H  -1.831  3.147  -4.453
H  -0.397  -2.222  -3.618
H  1.198  -2.105  -4.376
H  -0.271  -1.708  -5.294
H  3.297  0.616  -2.476
H  2.899  -0.976  -3.134
H  2.603  1.175  -0.262
H  0.899  0.652  -0.355
H  1.743  0.475  1.937
H  3.101  -0.547  1.407
H  -0.968  -2.577  0.360
H  -3.155  -2.662  1.448
H  -1.589  -0.529  4.791
H  1.010  -3.333  0.413
H  2.657  -2.682  0.473
H  1.802  -2.566  -1.834
H  0.426  -1.565  -1.296
H  2.461  2.664  -2.066

Properties
orbital gap	7.73	eV
structure (SMILES)	Cc1ccc2nc(C)c(CN3CCN(c4ccc([N+](=O)[O-])cc4Cl)CC3)n2c1
E_tot	-45162.641	eV
strongest force on any atom	1.56	eV Å⁻¹
LUMO level	-0.34	eV
multiplicity	1

Atom charges from the Mulliken analysis, given in e for atoms 1 to 8:
1. C -1.548
2. C 0.542
3. C -0.409
4. C -0.784
5. C 0.259
6. N -0.859
7. C 1.021
8. C -1.411

=====

The lowest strongest force on any atom belongs to which entry?
C20H22ClN5O2

=====

What is the formula in the second record?
C3H5NOS2

=====

What is the formula in the fourth record?
C20H22ClN5O2